Record 1
{"formula": "C6H12O", "method": "ωB97M-V with the def2-TZVPD basis set", "homo_ev": -7.354, "e_above_lowest_ev": 5.863, "elements": ["C", "O", "C", "C", "C", "C", "C", "H", "H", "H", "H", "H", "H", "H", "H", "H", "H", "H", "H"], "xyz": [[-2.291, 1.413, 1.036], [-1.673, 0.370, 0.333], [-0.391, 0.070, 0.835], [0.245, -1.049, 0.051], [0.178, -0.516, -1.738], [1.739, -0.381, -0.754], [1.668, -1.228, 0.455], [-1.711, 2.348, 0.967], [-2.418, 1.165, 2.102], [-3.275, 1.569, 0.588], [0.202, 1.011, 0.905], [-0.474, -0.325, 1.863], [0.572, 0.284, -2.397], [-0.850, -0.225, -1.539], [0.202, -1.460, -2.279], [1.897, 0.681, -0.585], [2.304, -0.790, -1.585], [1.990, -0.705, 1.359], [2.086, -2.233, 0.382]], "atomic_forces_ev_per_a": [[-0.160, 0.219, 0.134], [-0.008, -0.027, -0.020], [0.180, -0.077, 0.072], [0.018, 0.126, 0.228], [-0.234, 0.036, -0.329], [0.393, 0.103, -0.071], [0.121, -0.033, 0.042], [-0.090, -0.141, 0.009], [0.013, 0.023, -0.156], [0.130, 0.009, 0.088], [-0.067, -0.165, -0.049], [-0.005, 0.050, -0.111], [-0.029, -0.160, 0.212], [0.085, -0.064, -0.119], [-0.030, 0.135, 0.058], [-0.063, -0.178, -0.030], [-0.061, 0.077, 0.114], [-0.113, -0.080, -0.095], [-0.083, 0.148, 0.021]], "mulliken_charge": [-0.723, -0.291, -0.694, 0.094, -1.022, -0.505, -0.597, 0.310, 0.285, 0.244, 0.287, 0.366, 0.387, 0.380, 0.314, 0.300, 0.353, 0.247, 0.263]}

---

Record 2
{"formula": "C6H12O", "method": "ωB97M-V with the def2-TZVPD basis set", "homo_ev": -9.095, "e_above_lowest_ev": 1.849, "smiles": "CC(C)=CCC=O.[H][H]", "elements": ["C", "C", "C", "C", "C", "C", "O", "H", "H", "H", "H", "H", "H", "H", "H", "H", "H", "H", "H"], "xyz": [[-0.999, -1.248, -1.612], [-0.015, -0.542, -0.717], [0.675, 0.649, -1.334], [0.217, -0.978, 0.525], [1.172, -0.339, 1.512], [0.441, 0.788, 2.203], [0.665, 1.962, 2.018], [-1.479, -2.090, -1.103], [-1.781, -0.555, -1.950], [-0.502, -1.631, -2.514], [-2.094, 1.516, 0.039], [-0.053, 1.274, -1.866], [1.417, 0.321, -2.074], [1.175, 1.278, -0.593], [-0.348, -1.836, 0.887], [1.490, -1.082, 2.253], [2.062, 0.069, 1.025], [-0.388, 0.470, 2.872], [-1.657, 1.975, 0.428]], "atomic_forces_ev_per_a": [[-0.031, -0.048, -0.006], [0.032, -0.066, 0.113], [0.024, 0.034, 0.049], [-0.113, -0.003, -0.179], [0.115, 0.069, -0.052], [0.055, 0.317, -0.089], [-0.059, -0.514, 0.119], [0.084, 0.136, -0.079], [0.137, -0.106, 0.057], [-0.067, 0.090, 0.135], [0.010, 0.046, 0.039], [0.108, -0.118, 0.097], [-0.126, 0.033, 0.102], [-0.071, -0.103, -0.131], [0.087, 0.102, -0.073], [-0.079, 0.128, -0.075], [-0.119, -0.054, 0.060], [0.061, 0.071, -0.048], [-0.047, -0.015, -0.040]], "mulliken_charge": [-1.315, 0.977, -1.228, -0.547, -0.765, 0.069, -0.463, 0.338, 0.307, 0.323, 0.035, 0.336, 0.331, 0.304, 0.302, 0.366, 0.340, 0.329, -0.041]}

---

Record 3
{"formula": "C6H12O", "method": "ωB97M-V with the def2-TZVPD basis set", "homo_ev": -8.980, "e_above_lowest_ev": 2.277, "smiles": "C=CC/C=C/C.O", "elements": ["C", "C", "C", "C", "C", "C", "H", "H", "H", "H", "H", "H", "H", "H", "H", "H", "H", "H", "O"], "xyz": [[1.809, 1.639, 1.423], [2.645, 2.637, 1.124], [1.557, 0.463, 0.540], [0.202, -0.172, 0.844], [-0.490, -0.863, -0.041], [-1.597, -1.823, 0.309], [1.258, 1.906, 2.324], [2.958, 3.387, 1.835], [2.890, 2.836, 0.081], [2.309, -0.305, 0.564], [1.499, 0.845, -0.486], [-0.111, -0.056, 1.877], [-0.151, -0.987, -1.066], [-1.682, -2.678, -0.351], [-2.587, -1.361, 0.206], [-1.511, -2.168, 1.339], [-3.432, -1.778, -3.699], [-3.254, -0.424, -3.088], [-2.870, -1.308, -3.076]], "atomic_forces_ev_per_a": [[1.020, 1.490, 0.339], [-0.463, -0.037, -0.945], [-2.286, 0.848, -0.397], [0.896, 0.317, -0.163], [-0.136, -1.445, -0.057], [-0.979, 0.732, 0.283], [0.049, -1.367, 0.462], [-0.429, 0.235, 0.086], [0.854, -0.455, 0.167], [0.548, -0.103, 0.323], [0.324, -0.187, -0.094], [-0.189, -0.372, 0.056], [0.206, 0.441, -0.009], [0.484, -0.173, -0.166], [0.075, 0.123, 0.101], [0.007, -0.043, -0.005], [0.090, -0.226, -0.007], [0.176, 0.058, 0.164], [-0.246, 0.164, -0.137]], "mulliken_charge": [-0.208, -0.756, -0.262, -0.324, -0.132, -1.173, 0.277, 0.259, 0.238, 0.264, 0.302, 0.285, 0.300, 0.327, 0.245, 0.350, 0.302, 0.308, -0.601]}

---

Record 4
{"formula": "C6H12O", "method": "ωB97M-V with the def2-TZVPD basis set", "homo_ev": -9.456, "e_above_lowest_ev": 0.383, "smiles": "C[C@@H]1OCC[C@@H]1C", "elements": ["C", "C", "C", "C", "O", "C", "C", "H", "H", "H", "H", "H", "H", "H", "H", "H", "H", "H", "H"], "xyz": [[-0.368, 0.468, 1.864], [0.425, -0.109, 0.701], [-0.087, -1.431, 0.127], [0.710, -1.500, -1.174], [0.861, -0.155, -1.615], [0.515, 0.755, -0.568], [-0.758, 1.500, -0.957], [-0.250, -0.161, 2.754], [-0.016, 1.474, 2.122], [-1.438, 0.531, 1.636], [1.457, -0.280, 1.040], [-1.165, -1.371, -0.077], [0.084, -2.278, 0.799], [0.224, -2.072, -1.973], [1.704, -1.940, -0.997], [1.336, 1.480, -0.475], [-1.560, 0.799, -1.215], [-1.114, 2.156, -0.155], [-0.554, 2.113, -1.839]], "atomic_forces_ev_per_a": [[-0.046, 0.029, 0.015], [0.044, -0.024, 0.021], [-0.031, -0.007, -0.029], [-0.005, -0.295, 0.075], [0.047, 0.079, -0.072], [-0.026, 0.202, 0.140], [-0.028, 0.004, -0.002], [-0.048, 0.087, -0.133], [-0.059, -0.141, -0.027], [0.150, -0.004, 0.008], [-0.117, 0.029, -0.058], [0.163, 0.013, 0.037], [0.023, 0.077, -0.168], [0.033, 0.070, 0.159], [-0.144, 0.052, -0.020], [-0.114, -0.094, -0.001], [0.110, 0.066, 0.087], [0.119, -0.065, -0.115], [-0.071, -0.080, 0.085]], "mulliken_charge": [-1.675, 0.459, -0.772, -0.487, -0.446, 0.289, -1.406, 0.425, 0.370, 0.357, 0.328, 0.281, 0.407, 0.285, 0.282, 0.290, 0.294, 0.349, 0.370]}

---

Record 5
{"formula": "C6H12O", "method": "ωB97M-V with the def2-TZVPD basis set", "homo_ev": -9.709, "e_above_lowest_ev": 1.439, "smiles": "CC[C@H]1CCCO1", "elements": ["C", "C", "C", "C", "C", "C", "O", "H", "H", "H", "H", "H", "H", "H", "H", "H", "H", "H", "H"], "xyz": [[-2.402, -1.009, -0.011], [-1.505, 0.251, -0.104], [-0.061, -0.208, -0.562], [1.317, 0.519, -1.053], [2.186, 0.609, 0.230], [1.117, 0.225, 1.228], [0.445, -0.858, 0.606], [-2.519, -1.494, -0.988], [-1.979, -1.749, 0.678], [-3.413, -0.774, 0.351], [-2.000, 0.988, -0.745], [-1.480, 0.685, 0.907], [-0.262, -0.940, -1.346], [1.767, -0.228, -1.718], [1.326, 1.462, -1.615], [2.604, 1.602, 0.435], [3.011, -0.114, 0.242], [1.421, -0.050, 2.236], [0.427, 1.082, 1.231]], "atomic_forces_ev_per_a": [[0.076, 0.023, -0.087], [0.173, 0.146, -0.182], [0.071, -0.165, -0.242], [-0.330, -0.089, -0.025], [-0.089, -0.003, 0.042], [0.137, 0.109, 0.284], [-0.013, -0.091, 0.119], [0.059, 0.105, 0.090], [0.032, 0.207, -0.149], [0.292, 0.133, -0.086], [0.291, -0.055, -0.150], [0.229, 0.036, -0.362], [0.084, -0.286, 0.171], [-0.193, 0.199, 0.034], [-0.597, -0.172, 0.248], [-0.165, -0.119, -0.173], [-0.224, 0.131, -0.131], [0.055, -0.044, -0.070], [0.115, -0.066, 0.670]], "mulliken_charge": [-1.191, -0.207, -0.209, -0.614, -0.577, -0.481, -0.434, 0.314, 0.285, 0.369, 0.340, 0.206, 0.367, 0.275, 0.353, 0.292, 0.283, 0.384, 0.246]}

---

Record 6
{"formula": "C6H12O", "method": "ωB97M-V with the def2-TZVPD basis set", "homo_ev": -9.513, "e_above_lowest_ev": 0.894, "smiles": "CCC(C=O)CC", "elements": ["C", "C", "C", "C", "C", "C", "O", "H", "H", "H", "H", "H", "H", "H", "H", "H", "H", "H", "H"], "xyz": [[1.042, 0.033, 2.388], [0.744, 0.586, 0.980], [-0.298, -0.117, 0.056], [-0.510, 0.692, -1.241], [-1.465, 0.004, -2.217], [0.447, -1.388, -0.071], [0.366, -2.310, 0.707], [2.106, 0.099, 2.650], [0.503, 0.654, 3.105], [0.743, -1.008, 2.543], [0.191, 1.501, 1.070], [1.662, 0.801, 0.413], [-1.245, -0.251, 0.598], [0.464, 0.844, -1.727], [-0.883, 1.707, -1.024], [-1.528, 0.536, -3.174], [-2.479, -0.061, -1.806], [-1.123, -1.016, -2.424], [1.260, -1.308, -0.826]], "atomic_forces_ev_per_a": [[-0.127, 0.092, 0.013], [-0.327, 0.653, 0.040], [0.079, -0.108, 0.099], [0.121, -0.134, 0.043], [-0.013, -0.085, 0.012], [-0.089, -0.500, -0.116], [-0.024, -0.031, -0.627], [-0.219, 0.048, -0.236], [0.020, -0.172, 0.136], [-0.007, 0.211, -0.201], [0.414, 1.080, 0.417], [-0.286, -0.151, 0.083], [0.269, -0.076, -0.052], [-0.087, -0.089, 0.083], [0.136, -0.364, 0.201], [0.049, -0.068, 0.222], [0.170, -0.016, -0.030], [-0.097, 0.094, -0.036], [0.018, -0.382, -0.051]], "mulliken_charge": [-1.093, -0.701, 0.319, -0.610, -1.209, -0.063, -0.537, 0.280, 0.308, 0.336, 0.295, 0.395, 0.293, 0.318, 0.348, 0.372, 0.315, 0.309, 0.326]}